(1)
Formula: C27H52N4O13P4S2Ti
Source: OMol25
Level of theory: ωB97M-V/def2-TZVPD

Output
Total charge: -2
M in g/mol: 876.62
LUMO level in eV: 3.15
Gap between HOMO and LUMO in eV: 3.61
E_HOMO in eV: -0.46
Electronic energy in a.u.: -5268.55059

Structure (XYZ):
```
103
C27H52N4O13P4S2Ti (ωB97M-V/def2-TZVPD)
Ti -0.03 0.64 0.59
O -0.89 3.17 3.24
C -0.98 2.07 2.71
O -0.98 1.92 1.40
C -1.28 0.84 3.50
C -1.78 1.00 4.79
C -2.20 -0.11 5.53
C -2.10 -1.38 4.96
C -1.63 -1.55 3.67
C -1.18 -0.43 2.89
O -0.66 -0.60 1.72
N -1.69 -2.83 3.11
O -1.81 -2.95 1.87
O -1.66 -3.83 3.86
N -2.77 0.05 6.80
O -2.93 1.20 7.25
O -3.13 -0.97 7.43
H -1.85 2.00 5.20
H -2.44 -2.24 5.52
C -2.69 -1.98 -1.95
C -1.86 -3.25 -2.08
C -1.60 -3.57 -3.56
O -0.65 -3.17 -1.37
P 0.40 -1.89 -1.42
O -0.29 -0.68 -0.84
C 1.22 -1.68 -2.93
P 1.69 1.03 -1.84
O 1.12 1.55 -0.51
O 3.30 0.77 -1.45
C 3.83 -0.52 -1.23
C 4.97 -0.76 -2.23
C 4.33 -0.64 0.20
O 1.96 2.52 -2.55
C 2.58 2.69 -3.79
C 2.31 1.53 -4.75
C 4.08 2.92 -3.62
O 1.47 -2.49 -0.40
C 1.08 -3.32 0.71
C 1.82 -2.85 1.95
C 1.41 -4.77 0.36
H -3.68 -2.13 -2.41
H -2.17 -1.16 -2.44
H -2.80 -1.74 -0.90
H -2.39 -4.10 -1.62
H -1.05 -2.74 -4.01
H -2.54 -3.72 -4.09
H -0.99 -4.47 -3.65
H 0.65 -1.05 -3.60
H 1.50 -2.63 -3.38
H 3.04 -1.26 -1.41
H 5.73 0.01 -2.11
H 4.58 -0.73 -3.24
H 5.42 -1.73 -2.05
H 5.15 0.05 0.37
H 4.66 -1.66 0.39
H 3.51 -0.40 0.89
H 2.14 3.61 -4.22
H 2.68 0.61 -4.30
H 2.81 1.70 -5.70
H 1.24 1.43 -4.92
H 4.53 2.04 -3.17
H 4.24 3.77 -2.96
H 4.55 3.12 -4.59
H 0.00 -3.22 0.87
H 2.90 -3.01 1.83
H 1.47 -3.39 2.82
H 1.65 -1.78 2.10
H 2.47 -4.85 0.13
H 0.84 -5.08 -0.51
H 1.17 -5.41 1.20
C -1.69 1.97 -3.10
P -1.63 2.07 -1.24
C -0.92 3.75 -1.12
C -3.41 2.53 -0.90
C -4.22 1.30 -0.56
P -3.40 0.42 0.88
C -4.65 -0.95 1.07
C -4.08 1.52 2.23
H -2.02 2.90 -3.55
H -2.35 1.16 -3.42
H -0.68 1.75 -3.44
H -1.51 4.47 -1.69
H 0.11 3.72 -1.49
H -0.88 4.03 -0.07
H -3.83 3.07 -1.75
H -3.38 3.21 -0.04
H -4.23 0.60 -1.40
H -5.26 1.55 -0.32
H -5.51 -0.65 1.67
H -4.15 -1.79 1.56
H -4.99 -1.29 0.10
H -5.12 1.77 2.04
H -3.49 2.43 2.31
H -4.00 0.99 3.18
N 3.82 2.44 1.46
C 2.60 2.58 2.16
N 2.80 2.97 3.51
S 1.57 3.76 1.32
H 4.40 1.72 1.89
H 3.62 2.18 0.49
H 3.11 2.17 4.05
H 1.92 3.29 3.89
S 1.70 0.83 2.24
```

These are the Löwdin partial charges, in e, on atoms 1 to 8: 0.695, 0.060, -0.639, -0.316, -0.093, 0.094, -0.160, 0.100

(2)
Formula: C27H52OOsP2
Source: OMol25
Level of theory: ωB97M-V/def2-TZVPD

Output
Total charge: +2
⟨S²⟩: 6.023
M in g/mol: 644.89
LUMO level (spin up / spin down) in eV: -5.39 / -7.97
Multiplicity: 5
Gap between HOMO and LUMO (spin up / spin down) in eV: 7.48 / 6.38
E_HOMO (spin up / spin down) in eV: -12.87 / -14.34
Electronic energy in a.u.: -1907.89351

Structure (XYZ):
```
83
C27H52OOsP2 (ωB97M-V/def2-TZVPD)
Os -0.53 0.15 -0.03
C -1.90 1.69 0.46
C -2.43 0.84 -0.59
C -2.06 -0.44 1.32
C -1.82 0.92 1.66
C -2.51 -0.49 -0.06
C -1.86 3.18 0.41
H -1.50 3.56 -0.55
H -1.23 3.58 1.21
H -2.88 3.57 0.57
C -1.80 1.46 3.06
H -1.71 2.55 3.08
H -0.96 1.01 3.60
H -2.73 1.18 3.58
C -2.29 -1.51 2.34
H -3.34 -1.42 2.69
H -1.63 -1.37 3.21
H -2.15 -2.52 1.94
C -3.18 -1.64 -0.71
H -4.26 -1.47 -0.80
H -3.04 -2.56 -0.13
H -2.78 -1.78 -1.72
C -2.88 1.30 -1.93
H -3.91 1.69 -2.02
H -2.79 0.46 -2.62
H -2.20 2.08 -2.28
C 1.37 0.61 -2.64
C 0.31 1.42 -2.84
C -0.28 1.63 -4.20
C -1.19 0.48 -4.72
C -1.25 -0.75 -3.86
C -0.17 -1.55 -3.74
C 1.12 -1.25 -4.45
C 2.00 -0.14 -3.80
H 0.54 1.79 -4.92
H -0.85 0.19 -5.73
H -0.86 2.56 -4.19
H 2.28 0.59 -4.58
H 1.93 0.56 -1.71
H -0.03 2.11 -2.07
H 2.95 -0.60 -3.47
H 1.71 -2.17 -4.51
H -0.26 -2.58 -3.39
H 0.90 -0.95 -5.48
H -2.21 0.89 -4.85
H -2.24 -1.12 -3.59
P 1.44 1.72 0.81
C 1.27 2.69 2.37
H 2.18 3.27 2.57
H 1.11 1.99 3.19
H 0.42 3.39 2.32
C 3.09 0.95 0.98
H 3.78 1.60 1.53
H 3.52 0.74 0.00
H 2.94 0.02 1.54
C 1.70 3.09 -0.37
H 1.96 2.70 -1.36
H 2.49 3.78 -0.04
H 0.77 3.66 -0.46
P 0.73 -2.03 0.08
C -0.29 -3.26 -0.81
H 0.32 -4.14 -1.10
H -0.70 -2.79 -1.71
H -1.12 -3.58 -0.17
C 2.27 -1.98 -0.89
H 2.04 -1.73 -1.94
H 2.80 -2.94 -0.86
H 2.92 -1.20 -0.48
C 1.14 -2.91 1.61
H 1.35 -3.98 1.45
H 0.29 -2.83 2.30
H 2.00 -2.45 2.10
C 0.13 -1.13 5.10
C 1.16 -0.41 4.21
C 2.57 -0.98 4.37
O 0.77 -0.36 2.90
H -0.07 -2.14 4.71
H -0.82 -0.57 5.11
H 0.50 -1.21 6.13
H 1.20 0.64 4.60
H 2.54 -2.07 4.25
H 3.24 -0.55 3.62
H 2.96 -0.74 5.37
```

These are the Löwdin partial charges, in e, on atoms 1 to 8: 1.356, -0.368, -0.332, -0.363, -0.294, -0.358, -0.007, 0.083

(3)
Formula: C27H53BrN3O10P2
Source: OMol25
Level of theory: ωB97M-V/def2-TZVPD

Output
Total charge: +1
M in g/mol: 721.58
LUMO level in eV: -3.19
Gap between HOMO and LUMO in eV: 8.03
E_HOMO in eV: -11.21
Electronic energy in a.u.: -5233.61043

Structure (XYZ):
```
96
C27H53BrN3O10P2 (ωB97M-V/def2-TZVPD)
N -7.26 4.95 0.18
C -6.54 3.76 -0.38
C -5.14 4.14 -1.02
C -3.89 3.79 -0.12
C -3.46 5.10 0.66
N -3.09 4.85 2.12
C -2.10 3.72 2.15
C -2.37 2.59 3.04
C -1.34 1.53 2.93
C -0.27 1.78 1.99
N -0.02 2.86 1.20
C -0.94 3.85 1.28
C -4.44 4.56 2.73
C -4.30 5.02 4.28
C -2.83 5.68 4.37
C -2.70 6.12 2.85
O -3.73 7.13 2.78
C -1.43 6.91 2.37
C -1.47 8.38 2.97
O -1.36 8.60 4.12
Br -1.71 9.83 1.65
H -7.47 4.71 1.15
H -8.14 5.07 -0.31
H -6.44 2.96 0.40
H -7.20 3.35 -1.19
H -5.06 3.58 -2.00
H -5.14 5.23 -1.30
H -4.16 2.93 0.54
H -3.06 3.45 -0.79
H -2.63 5.63 0.11
H -4.34 5.81 0.58
H -3.23 2.51 3.73
H -1.39 0.58 3.51
H 0.48 0.95 1.90
H -0.78 4.75 0.63
H -5.30 5.19 2.40
H -4.84 3.52 2.58
H -5.09 5.80 4.45
H -4.42 4.23 5.06
H -2.72 6.61 4.97
H -2.17 4.84 4.69
H -3.77 7.51 1.88
H -0.53 6.43 2.86
H -1.26 6.93 1.27
O 4.06 -1.45 2.20
P 4.17 -1.96 0.78
O 5.80 -2.22 0.75
C 6.33 -3.30 1.49
C 6.09 -4.62 0.79
O 4.11 -0.46 0.08
C 3.21 0.52 0.58
C 4.00 1.60 1.29
O 4.01 -2.66 -0.74
C 4.35 -2.03 -1.98
C 5.84 -1.81 -2.18
H 5.91 -3.31 2.50
H 7.41 -3.13 1.59
H 5.02 -4.85 0.74
H 6.59 -5.44 1.32
H 6.47 -4.59 -0.23
H 2.46 0.08 1.24
H 2.68 0.95 -0.27
H 4.62 1.18 2.08
H 3.33 2.35 1.74
H 4.67 2.11 0.60
H 3.79 -1.10 -2.12
H 4.00 -2.71 -2.76
H 6.22 -1.03 -1.51
H 6.04 -1.49 -3.20
H 6.40 -2.72 -1.97
O -0.10 -5.30 -1.39
P 0.41 -5.47 -2.81
O -0.30 -6.92 -3.15
C -1.71 -6.95 -3.34
C -2.09 -6.41 -4.71
O 1.92 -5.99 -2.36
C 2.59 -5.37 -1.26
C 2.61 -6.33 -0.09
O 0.96 -5.36 -4.40
C 2.06 -6.07 -4.94
C 1.84 -7.56 -5.07
H -2.21 -6.38 -2.54
H -2.03 -7.99 -3.25
H -1.84 -5.35 -4.80
H -3.17 -6.53 -4.88
H -1.55 -6.94 -5.49
H 2.12 -4.43 -0.99
H 3.61 -5.15 -1.58
H 1.61 -6.66 0.18
H 3.07 -5.87 0.79
H 3.18 -7.23 -0.34
H 2.98 -5.85 -4.40
H 2.21 -5.67 -5.95
H 1.82 -8.05 -4.09
H 2.64 -8.02 -5.65
H 0.89 -7.78 -5.56
```

These are the Löwdin partial charges, in e, on atoms 1 to 8: -0.020, -0.255, -0.185, -0.149, -0.108, -0.115, -0.132, 0.046

(4)
Formula: C27H54FNO8S
Source: OMol25
Level of theory: ωB97M-V/def2-TZVPD

Output
SMILES string: C=CCNS(=O)(=O)F.C1CCOC1.C1CCOC1.C1CCOC1.C1CCOC1.C1CCOC1.C1CCOC1
M in g/mol: 571.79
LUMO level in eV: 0.16
Gap between HOMO and LUMO in eV: 7.80
E_HOMO in eV: -7.64
Electronic energy in a.u.: -2215.66036

Structure (XYZ):
```
92
C27H54FNO8S (ωB97M-V/def2-TZVPD)
C -0.57 0.07 -3.55
C 0.57 0.60 -4.11
C 1.52 1.46 -3.31
N 2.84 0.82 -3.11
S 3.67 0.64 -4.52
O 3.92 1.87 -5.15
O 3.14 -0.38 -5.31
F 5.02 0.15 -3.95
H -1.40 0.74 -3.35
H -0.64 -1.00 -3.35
H 0.78 0.37 -5.14
H 1.58 2.49 -3.69
H 1.06 1.53 -2.32
H 3.39 1.46 -2.53
C 0.45 -1.39 1.40
C 1.95 -1.61 1.33
C 2.28 -0.99 -0.02
O 1.33 0.06 -0.24
C 0.28 -0.04 0.73
H 0.05 -1.42 2.42
H -0.07 -2.16 0.81
H 2.44 -1.05 2.14
H 2.25 -2.65 1.41
H 2.16 -1.73 -0.82
H 3.29 -0.59 -0.06
H 0.40 0.78 1.44
H -0.69 0.07 0.24
C -3.75 -4.49 -4.49
C -2.53 -5.29 -4.06
C -1.61 -4.19 -3.52
O -2.46 -3.16 -3.00
C -3.81 -3.41 -3.42
H -4.66 -5.08 -4.55
H -3.57 -4.03 -5.47
H -2.80 -5.97 -3.25
H -2.07 -5.87 -4.86
H -1.00 -3.76 -4.32
H -0.95 -4.55 -2.74
H -4.38 -3.75 -2.55
H -4.25 -2.48 -3.78
C -4.00 -1.56 2.72
C -3.94 -1.60 1.20
C -3.35 -2.98 0.95
O -3.79 -3.81 2.03
C -4.36 -3.00 3.06
H -4.71 -0.83 3.11
H -3.01 -1.31 3.12
H -4.95 -1.54 0.79
H -3.34 -0.80 0.76
H -2.26 -2.96 0.96
H -3.68 -3.42 0.01
H -5.45 -3.14 3.05
H -3.98 -3.31 4.03
C -1.93 4.83 1.83
C -1.88 4.75 0.31
C -1.28 3.37 0.10
O -1.70 2.56 1.20
C -2.28 3.40 2.21
H -2.66 5.55 2.21
H -0.95 5.10 2.22
H -2.89 4.78 -0.10
H -1.30 5.54 -0.15
H -0.18 3.41 0.10
H -1.60 2.91 -0.84
H -3.36 3.23 2.21
H -1.88 3.11 3.19
C 4.05 -4.67 4.54
C 4.55 -5.89 3.77
C 3.75 -5.79 2.48
O 3.51 -4.39 2.25
C 3.86 -3.65 3.43
H 4.74 -4.33 5.31
H 3.09 -4.90 5.01
H 5.62 -5.78 3.55
H 4.40 -6.83 4.29
H 2.78 -6.28 2.58
H 4.27 -6.21 1.62
H 4.79 -3.11 3.22
H 3.08 -2.93 3.65
C 1.67 7.80 1.56
C 2.50 7.88 0.29
C 1.59 7.22 -0.73
O 0.24 7.49 -0.30
C 0.26 8.02 1.03
H 1.95 8.53 2.32
H 1.75 6.80 2.00
H 2.67 8.93 0.02
H 3.47 7.39 0.37
H 1.73 6.13 -0.74
H 1.73 7.60 -1.74
H 0.02 9.09 0.97
H -0.50 7.52 1.63
```

These are the Löwdin partial charges, in e, on atoms 1 to 8: 0.030, -0.140, -0.246, -0.105, 0.529, -0.242, -0.231, -0.127

(5)
Formula: C27H54N7O6PS
Source: OMol25
Level of theory: ωB97M-V/def2-TZVPD

Output
SMILES string: CC(=O)N(C(C)=O)[C@@]1(P(C)O)[C@@H](N)C(=O)N[C@]1(O)CCCCSc1nnco1.CCN(CC)CC.CCN(CC)CC
M in g/mol: 635.81
LUMO level in eV: -0.10
Gap between HOMO and LUMO in eV: 8.13
E_HOMO in eV: -8.23
Electronic energy in a.u.: -2635.23117

Structure (XYZ):
```
96
C27H54N7O6PS (ωB97M-V/def2-TZVPD)
C 9.39 1.59 1.27
C 8.54 2.31 0.09
O 8.81 3.52 -0.10
N 7.59 1.48 -0.70
C 8.10 1.27 -2.05
C 9.69 1.49 -2.27
O 7.46 0.89 -3.04
C 6.18 1.95 -0.63
P 6.05 2.45 1.23
C 6.18 0.85 2.29
O 4.52 3.22 1.52
C 5.67 3.15 -1.55
N 6.59 4.19 -2.04
C 4.84 2.59 -2.84
O 4.59 3.18 -3.91
N 4.56 1.23 -2.42
C 5.05 0.85 -1.08
O 5.66 -0.47 -1.02
C 3.70 0.72 -0.21
C 2.58 1.83 -0.52
C 1.57 1.83 0.76
C 0.04 1.96 0.28
S -0.36 0.36 -0.59
C -2.14 0.35 -1.04
N -2.86 1.08 -2.03
N -4.15 0.66 -1.89
C -4.30 -0.32 -0.86
O -3.00 -0.50 -0.33
H 10.34 2.23 1.41
H 9.76 0.56 0.96
H 8.85 1.61 2.26
H 10.32 0.99 -1.47
H 9.91 2.61 -2.30
H 10.02 1.07 -3.28
H 6.81 1.01 3.22
H 5.10 0.63 2.65
H 6.49 -0.05 1.67
H 4.11 2.68 2.23
H 4.89 3.78 -0.97
H 6.91 4.82 -1.30
H 7.36 3.83 -2.61
H 3.72 0.76 -2.79
H 5.24 -0.99 -0.30
H 3.23 -0.29 -0.50
H 3.85 0.70 0.91
H 2.97 2.89 -0.59
H 2.01 1.63 -1.50
H 1.70 0.79 1.25
H 1.88 2.67 1.49
H -0.03 2.87 -0.42
H -0.59 2.12 1.22
H -5.22 -0.88 -0.51
C -1.78 -3.09 -2.04
C -2.70 -3.98 -1.21
N -3.51 -4.89 -2.00
C -4.58 -5.53 -1.24
C -4.18 -6.47 -0.10
C -2.79 -5.77 -2.91
C -1.73 -6.70 -2.32
H -2.35 -2.53 -2.79
H -1.29 -2.36 -1.39
H -1.00 -3.66 -2.54
H -3.37 -3.31 -0.65
H -2.10 -4.51 -0.46
H -5.24 -6.07 -1.92
H -5.21 -4.74 -0.81
H -3.81 -7.43 -0.48
H -5.05 -6.69 0.52
H -3.42 -6.04 0.55
H -2.30 -5.15 -3.67
H -3.50 -6.37 -3.48
H -1.09 -6.19 -1.59
H -1.09 -7.08 -3.11
H -2.18 -7.57 -1.84
C -9.09 3.45 3.23
C -8.23 2.26 3.63
N -8.24 1.16 2.67
C -7.66 -0.07 3.19
C -6.17 -0.06 3.53
C -7.87 1.50 1.30
C -6.50 2.12 1.07
H -10.12 3.14 3.02
H -9.11 4.18 4.04
H -8.69 3.95 2.34
H -8.62 1.89 4.59
H -7.21 2.61 3.83
H -7.85 -0.88 2.48
H -8.21 -0.35 4.09
H -5.55 -0.08 2.64
H -5.92 -0.95 4.11
H -5.88 0.81 4.13
H -8.62 2.19 0.91
H -7.97 0.61 0.67
H -6.26 2.91 1.79
H -6.46 2.58 0.08
H -5.70 1.37 1.10
```

These are the Löwdin partial charges, in e, on atoms 1 to 8: -0.018, -0.468, 0.035, 0.028, -0.368, 0.000, 0.080, -0.348

Look up the M of the first one. 876.62 g/mol

What is the electronic energy in the first record? -5268.55059 a.u.

What is the electronic energy in the second record? -1907.89351 a.u.